1.
DFT (ωB97M-V with the def2-TZVPD basis set) results for a 2-piece molecular cluster, C5H7NO overall.

LUMO (spin up / spin down)	-0.0491 / -0.0501	Eh
F_max	0.59	eV/Å
gap between HOMO and LUMO (spin up / spin down)	7.6 / 7.1	eV
ΔE to the lowest compared entry with this formula, charge and spin	3.726	eV
energy	-8832.4769	eV
SMILES	O=C1C=C=CN1.C

Structure (ORCA input):
```
! RIJCOSX wB97M-V def2-TZVPD def2/J DEFGRID3
* xyz 0 1
O 2.44 -1.87 -0.42
C 1.71 -1.12 0.16
C 0.56 -1.31 1.11
C 0.25 -0.12 1.66
C 0.92 0.85 0.88
N 1.98 0.33 0.26
H 0.36 -2.31 1.48
H 0.60 1.87 0.68
H 2.59 0.81 -0.40
C -2.30 0.58 -1.13
H -1.85 1.31 -1.81
H -3.16 1.03 -0.63
H -2.62 -0.30 -1.70
H -1.57 0.26 -0.38
*
```

=====

2.
DFT (ωB97M-V with the def2-TZVPD basis set) results for a 6-piece molecular cluster, C25H30N2O18 overall.

LUMO	-0.0253	Eh
F_max	0.71	eV/Å
gap between HOMO and LUMO	8.6	eV
energy	-66248.5270	eV
SMILES	Nc1c(CCO)ccc2c1C(=O)NC2=O.O=C1OCCO1.O=C1OCCO1.O=C1OCCO1.O=C1OCCO1.O=C1OCCO1

Structure (ORCA input):
```
! RIJCOSX wB97M-V def2-TZVPD def2/J DEFGRID3
* xyz 0 1
N 2.48 -1.02 1.63
C 1.59 -2.06 1.29
C 1.98 -3.41 1.24
C 3.38 -3.93 1.54
C 4.18 -3.26 2.64
O 5.37 -3.99 2.92
C 1.04 -4.37 0.83
C -0.26 -4.05 0.44
C -0.62 -2.73 0.49
C 0.28 -1.76 0.91
C -0.39 -0.44 0.86
O 0.02 0.64 1.22
N -1.67 -0.67 0.32
C -1.90 -2.05 0.13
O -2.92 -2.51 -0.30
H 2.80 -1.11 2.59
H 1.97 -0.14 1.60
H 3.92 -3.93 0.59
H 3.26 -4.98 1.84
H 3.60 -3.20 3.57
H 4.47 -2.25 2.34
H 5.64 -4.43 2.10
H 1.35 -5.40 0.80
H -0.95 -4.82 0.11
H -2.44 -0.10 0.66
O -5.49 -0.63 3.03
C -4.43 -0.18 3.32
O -3.62 0.49 2.45
C -2.54 1.07 3.21
C -2.49 0.18 4.43
O -3.85 -0.26 4.53
H -1.64 1.05 2.61
H -2.80 2.10 3.46
H -1.85 -0.69 4.29
H -2.19 0.71 5.33
O 4.60 -3.94 -1.68
C 4.28 -2.80 -1.79
O 3.05 -2.38 -2.16
C 2.96 -0.97 -1.94
C 4.42 -0.55 -1.99
O 5.09 -1.75 -1.55
H 2.36 -0.50 -2.71
H 2.52 -0.80 -0.96
H 4.75 -0.31 -2.99
H 4.66 0.28 -1.32
O -5.84 2.09 -4.26
C -5.59 1.14 -3.61
O -5.83 1.03 -2.28
C -5.60 -0.33 -1.89
C -4.66 -0.82 -2.97
O -5.02 0.00 -4.08
H -5.18 -0.37 -0.89
H -6.55 -0.86 -1.90
H -3.61 -0.64 -2.72
H -4.79 -1.87 -3.22
O 4.08 2.31 -3.80
C 3.15 2.25 -4.53
O 2.28 1.20 -4.58
C 1.17 1.58 -5.40
C 1.77 2.67 -6.27
O 2.80 3.20 -5.42
H 0.82 0.72 -5.96
H 0.37 1.95 -4.76
H 2.23 2.28 -7.17
H 1.06 3.46 -6.53
O -0.64 3.02 4.16
C -0.84 4.11 3.75
O -0.53 4.54 2.50
C -1.14 5.82 2.30
C -1.30 6.32 3.72
O -1.42 5.10 4.46
H -0.49 6.44 1.68
H -2.09 5.68 1.79
H -0.42 6.86 4.08
H -2.18 6.94 3.87
*
```

=====

3.
DFT (ωB97M-V with the def2-TZVPD basis set) results for one molecule with the formula C4H6S4.

LUMO	-0.0199	Eh
F_max	1.00	eV/Å
gap between HOMO and LUMO	8.4	eV
ΔE to the lowest compared entry with this formula, charge and spin	0.491	eV
energy	-47585.3580	eV

Structure (ORCA input):
```
! RIJCOSX wB97M-V def2-TZVPD def2/J DEFGRID3
* xyz 0 1
C 2.54 1.32 0.10
C 1.67 0.09 0.04
C -0.78 -1.17 0.37
C -3.21 -0.14 -0.41
H 2.28 2.00 -0.70
H 2.44 1.85 1.08
H 3.58 1.03 -0.03
H -0.31 -1.98 0.95
H -0.71 -1.44 -0.71
H -2.47 0.15 -1.15
S 2.17 -1.32 -0.61
S 0.08 0.40 0.68
S -2.51 -1.07 0.89
S -4.76 0.27 -0.50
*
```